Entry 1:
{
  "formula": "C6H12O",
  "method": "ωB97M-V/def2-TZVPD",
  "homo_lumo_gap_ev": 9.67,
  "total_charge": 0,
  "spin_multiplicity": 1,
  "smiles": "C/C=C/O.C=CC",
  "de_lowest_kj_mol": 193.2,
  "max_force_ev_per_a": 0.8,
  "homo_ev": -8.6,
  "elements": ["C", "C", "C", "O", "H", "H", "H", "H", "H", "H", "C", "C", "C", "H", "H", "H", "H", "H", "H"],
  "positions_angstrom": [[-0.915, 1.793, 1.993], [0.055, 0.999, 1.165], [0.428, 1.560, 0.012], [1.466, 1.295, -0.828], [-1.943, 1.419, 2.040], [-0.947, 2.813, 1.592], [-0.522, 1.866, 3.009], [0.546, 0.122, 1.581], [-0.155, 2.395, -0.365], [1.808, 0.409, -0.661], [0.153, -2.158, 0.208], [0.566, -1.779, -0.997], [-0.339, -1.164, -2.033], [-0.884, -2.018, 0.513], [0.818, -2.614, 0.938], [1.615, -1.926, -1.265], [-0.608, -0.134, -1.770], [-1.270, -1.737, -2.109], [0.129, -1.143, -3.021]],
  "forces_ev_per_angstrom": [[-0.115, 0.105, 0.141], [0.375, 0.436, -0.500], [-0.138, 0.112, 0.205], [-0.183, -0.510, -0.074], [0.163, -0.166, 0.031], [-0.183, -0.162, 0.178], [-0.189, 0.024, 0.040], [-0.047, 0.194, -0.094], [0.269, 0.161, 0.060], [0.044, -0.014, 0.151], [0.042, -0.003, -0.088], [-0.051, -0.110, 0.096], [-0.082, -0.016, -0.065], [0.162, -0.067, -0.071], [-0.051, 0.106, -0.148], [-0.156, -0.006, 0.026], [0.088, -0.169, -0.024], [0.112, 0.099, -0.006], [-0.058, -0.013, 0.141]]
}


Entry 2:
{
  "formula": "C7H9N",
  "method": "ωB97M-V/def2-TZVPD",
  "homo_lumo_gap_ev": 8.68,
  "total_charge": 0,
  "spin_multiplicity": 1,
  "smiles": "C=C=C=N.CC#CC",
  "de_lowest_kj_mol": 539.6,
  "max_force_ev_per_a": 4.0,
  "homo_ev": -8.8,
  "elements": ["C", "C", "C", "N", "H", "H", "H", "C", "C", "C", "C", "H", "H", "H", "H", "H", "H"],
  "positions_angstrom": [[-3.097, -0.366, 1.641], [-2.568, 0.389, 0.679], [-2.014, 0.951, -0.319], [-1.316, 1.689, -1.066], [-3.022, -0.076, 2.676], [-3.567, -1.319, 1.491], [-1.106, 1.352, -2.064], [2.387, 1.130, 0.882], [1.758, 0.212, -0.033], [1.364, -0.656, -0.732], [0.945, -1.783, -1.595], [3.018, 2.050, 0.547], [2.941, 0.664, 1.652], [1.613, 1.522, 1.600], [1.741, -2.513, -1.508], [0.934, -1.321, -2.646], [-0.012, -1.926, -1.208]],
  "forces_ev_per_angstrom": [[0.826, 0.973, -0.836], [-0.832, -1.222, 1.082], [1.594, 1.467, -1.469], [-0.580, -1.588, -0.468], [-0.104, 0.345, 0.210], [-0.098, -0.340, -0.417], [-0.795, 0.391, 1.913], [-0.677, 2.928, 1.385], [1.284, 1.162, 0.698], [-0.110, -1.258, -1.221], [1.904, 3.272, -1.143], [-1.330, -1.826, -0.050], [1.275, -1.158, 0.281], [0.194, 0.276, -1.065], [-0.602, -0.673, -0.121], [-0.252, -1.166, 1.260], [-1.697, -1.583, -0.039]]
}


Entry 3:
{
  "formula": "C40H73BClN10S",
  "method": "ωB97M-V/def2-TZVPD",
  "homo_lumo_gap_ev": 5.95,
  "total_charge": -1,
  "spin_multiplicity": 1,
  "max_force_ev_per_a": 0.7,
  "homo_ev": -4.4,
  "elements": ["S", "B", "Cl", "H", "H", "H", "C", "C", "C", "C", "N", "H", "H", "H", "H", "H", "H", "H", "C", "C", "C", "C", "N", "H", "H", "H", "H", "H", "H", "H", "C", "C", "C", "C", "N", "H", "H", "H", "H", "H", "H", "H", "C", "C", "C", "C", "N", "H", "H", "H", "H", "H", "H", "H", "C", "C", "C", "C", "N", "H", "H", "H", "H", "H", "H", "H", "C", "C", "C", "C", "N", "H", "H", "H", "H", "H", "H", "H", "C", "C", "C", "C", "N", "H", "H", "H", "H", "H", "H", "H", "C", "C", "C", "C", "N", "H", "H", "H", "H", "H", "H", "H", "C", "C", "C", "C", "N", "H", "H", "H", "H", "H", "H", "H", "C", "C", "C", "C", "N", "H", "H", "H", "H", "H", "H", "H"],
  "positions_angstrom": [[-2.954, -3.103, 8.123], [-1.611, -4.471, 8.290], [-0.616, -4.476, 6.633], [-4.050, -3.668, 8.634], [-0.812, -4.200, 9.154], [-2.080, -5.575, 8.429], [-0.990, -3.761, 2.969], [0.383, -4.412, 2.885], [0.978, -4.433, 1.468], [0.222, -5.234, 0.508], [-0.395, -5.803, -0.277], [-1.736, -4.336, 2.416], [-1.298, -3.706, 4.012], [-0.975, -2.750, 2.568], [0.324, -5.424, 3.286], [1.084, -3.863, 3.517], [2.000, -4.818, 1.504], [1.027, -3.416, 1.076], [-2.788, 0.563, -1.365], [-3.379, 0.466, 0.031], [-2.330, 0.702, 1.119], [-1.311, -0.344, 1.124], [-0.510, -1.167, 1.116], [-2.045, -0.215, -1.542], [-3.567, 0.452, -2.120], [-2.309, 1.534, -1.516], [-3.848, -0.510, 0.167], [-4.166, 1.212, 0.153], [-2.802, 0.719, 2.102], [-1.842, 1.668, 0.978], [2.511, -2.844, -3.458], [1.152, -3.305, -2.943], [0.039, -3.044, -3.961], [-0.168, -1.618, -4.201], [-0.302, -0.503, -4.445], [2.540, -1.762, -3.608], [3.296, -3.099, -2.744], [2.730, -3.333, -4.409], [0.919, -2.811, -1.997], [1.183, -4.375, -2.735], [-0.899, -3.483, -3.618], [0.290, -3.522, -4.911], [5.523, -7.167, -5.234], [4.149, -7.525, -4.679], [3.018, -7.267, -5.680], [2.862, -5.846, -5.979], [2.730, -4.725, -6.190], [5.598, -6.100, -5.449], [6.302, -7.416, -4.515], [5.729, -7.715, -6.155], [3.963, -6.963, -3.763], [4.129, -8.582, -4.411], [2.072, -7.636, -5.281], [3.202, -7.806, -6.612], [0.306, 5.257, -2.763], [-0.333, 3.880, -2.908], [-1.718, 3.928, -3.562], [-2.695, 4.627, -2.729], [-3.459, 5.161, -2.058], [-0.278, 5.898, -2.100], [1.308, 5.174, -2.344], [0.387, 5.754, -3.732], [-0.408, 3.405, -1.928], [0.307, 3.243, -3.521], [-2.070, 2.910, -3.738], [-1.658, 4.417, -4.536], [0.203, -0.991, -8.054], [1.473, -1.808, -7.846], [2.349, -1.896, -9.100], [1.702, -2.636, -10.183], [1.196, -3.223, -11.030], [-0.454, -1.454, -8.793], [-0.345, -0.920, -7.115], [0.433, 0.022, -8.388], [1.217, -2.814, -7.512], [2.066, -1.355, -7.051], [3.290, -2.394, -8.862], [2.598, -0.895, -9.457], [-0.523, 0.871, 6.794], [0.013, -0.344, 6.045], [-0.349, -0.323, 4.556], [-1.794, -0.445, 4.345], [-2.928, -0.550, 4.191], [-1.614, 0.887, 6.784], [-0.203, 0.849, 7.835], [-0.161, 1.801, 6.346], [-0.366, -1.261, 6.501], [1.101, -0.374, 6.129], [0.141, -1.156, 4.046], [-0.001, 0.596, 4.073], [3.778, 2.640, 1.899], [3.097, 1.288, 1.762], [1.679, 1.364, 1.167], [0.738, 2.062, 2.048], [-0.022, 2.587, 2.741], [3.246, 3.286, 2.594], [4.796, 2.518, 2.272], [3.832, 3.153, 0.941], [3.052, 0.801, 2.738], [3.694, 0.647, 1.111], [1.300, 0.357, 1.000], [1.699, 1.865, 0.197], [0.399, 6.174, 4.100], [-0.494, 7.184, 3.385], [-0.680, 6.886, 1.895], [0.549, 7.007, 1.122], [1.516, 7.121, 0.515], [1.421, 6.201, 3.715], [0.441, 6.392, 5.168], [0.022, 5.160, 3.979], [-0.081, 8.186, 3.518], [-1.484, 7.187, 3.836], [-1.413, 7.575, 1.471], [-1.077, 5.877, 1.765], [-2.956, 3.643, 4.491], [-4.457, 3.932, 4.460], [-4.948, 4.877, 3.345], [-4.410, 6.238, 3.443], [-3.971, 7.302, 3.495], [-2.388, 4.551, 4.697], [-2.731, 2.923, 5.279], [-2.596, 3.226, 3.549], [-4.748, 4.353, 5.424], [-4.993, 2.989, 4.340], [-6.036, 4.937, 3.378], [-4.678, 4.487, 2.361]],
  "forces_ev_per_angstrom": [[-0.044, 0.487, -0.102], [0.101, -0.324, 0.247], [0.160, 0.060, -0.187], [0.046, -0.267, 0.038], [-0.012, 0.065, -0.054], [-0.125, 0.094, -0.015], [-0.016, 0.001, 0.103], [-0.181, 0.022, 0.003], [0.202, 0.017, 0.238], [-0.196, 0.170, -0.092], [0.100, -0.087, -0.003], [0.000, 0.002, 0.004], [-0.084, -0.107, 0.025], [-0.005, -0.146, 0.006], [0.113, -0.024, -0.010], [0.026, -0.041, 0.024], [-0.016, -0.048, -0.068], [-0.066, 0.031, -0.031], [-0.100, 0.015, -0.109], [0.012, 0.008, -0.165], [-0.383, 0.005, 0.051], [-0.023, 0.095, 0.043], [0.123, 0.209, -0.251], [0.060, 0.003, 0.003], [0.023, 0.007, -0.052], [0.019, -0.004, -0.019], [0.022, -0.010, 0.102], [0.024, 0.028, 0.044], [0.103, -0.079, 0.059], [0.060, -0.022, -0.032], [-0.024, -0.045, 0.031], [0.277, 0.089, 0.045], [-0.088, -0.221, 0.243], [0.026, 0.018, -0.271], [-0.023, 0.047, 0.144], [-0.040, -0.004, -0.011], [0.021, 0.006, -0.018], [0.082, 0.159, 0.136], [-0.112, -0.019, -0.008], [-0.100, -0.015, -0.013], [-0.033, 0.071, 0.010], [0.018, 0.078, -0.054], [-0.035, 0.020, 0.038], [0.202, 0.000, -0.032], [0.011, -0.156, 0.178], [-0.106, 0.034, -0.072], [0.044, -0.134, -0.152], [-0.016, 0.002, -0.028], [0.016, 0.007, -0.002], [0.003, 0.003, -0.008], [-0.067, -0.003, 0.003], [-0.066, -0.012, -0.011], [-0.046, 0.070, -0.021], [0.019, 0.057, -0.043], [-0.037, -0.060, 0.053], [0.173, 0.192, -0.015], [0.221, -0.249, 0.038], [-0.104, -0.006, -0.039], [0.053, -0.009, 0.018], [0.016, 0.014, -0.015], [-0.017, 0.048, 0.028], [-0.006, 0.004, -0.010], [-0.051, -0.048, -0.008], [-0.065, -0.069, -0.023], [-0.116, 0.031, 0.015], [-0.051, 0.075, 0.024], [0.012, -0.103, 0.009], [-0.224, 0.129, 0.046], [0.076, -0.034, 0.220], [0.022, 0.013, -0.098], [-0.013, 0.012, 0.038], [0.038, 0.003, -0.044], [-0.031, 0.071, -0.012], [-0.003, 0.007, 0.003], [0.093, -0.021, -0.010], [0.057, -0.035, -0.004], [-0.007, -0.054, -0.044], [-0.043, 0.003, -0.065], [0.030, -0.002, -0.027], [-0.075, 0.125, 0.177], [0.164, -0.182, 0.086], [0.087, -0.058, 0.017], [0.024, 0.161, -0.088], [-0.008, -0.017, -0.003], [-0.031, -0.007, 0.014], [-0.014, 0.001, -0.011], [0.016, -0.050, -0.060], [0.012, -0.026, -0.063], [-0.143, -0.058, -0.041], [-0.166, -0.094, 0.166], [0.053, -0.014, 0.054], [-0.018, 0.077, 0.002], [0.335, -0.093, 0.133], [-0.331, 0.278, 0.128], [0.498, -0.176, -0.432], [-0.082, 0.071, 0.058], [-0.022, 0.020, -0.003], [0.005, 0.063, -0.105], [-0.048, -0.067, -0.037], [-0.067, -0.059, -0.010], [-0.113, 0.028, 0.041], [-0.038, 0.098, 0.048], [0.008, 0.100, -0.071], [0.182, -0.121, 0.237], [-0.289, 0.111, 0.184], [0.024, -0.033, -0.005], [0.170, -0.024, -0.089], [-0.006, -0.012, -0.028], [0.005, -0.003, -0.009], [-0.022, -0.104, -0.019], [-0.045, 0.047, -0.109], [-0.037, 0.029, -0.022], [-0.003, -0.030, -0.039], [0.029, -0.053, -0.028], [-0.203, 0.212, -0.184], [0.161, -0.009, 0.069], [0.180, -0.186, 0.168], [0.167, 0.177, -0.050], [-0.161, -0.344, 0.035], [0.055, 0.041, -0.026], [-0.002, -0.008, -0.030], [-0.005, -0.002, 0.007], [-0.126, -0.034, -0.002], [-0.079, 0.021, 0.021], [-0.002, 0.077, -0.031], [0.030, 0.000, -0.015]]
}